1.
Entry from the Open Molecules 2025 dataset: 7 unconnected molecules or ions with the total composition C27H36O11 at a distorted geometry (the ωB97M-V functional and the def2-TZVPD basis).

Last column: Löwdin charge in e.
Cartesian coordinates (Å):
H (-6.61912, -0.75753, 3.41073)  0.063
C (-3.68512, -0.26453, 0.98773)  0.039
H (-2.27612, -2.68153, 4.45873)  0.010
C (0.65888, -1.42253, 3.55473)  -0.311
C (0.70988, -2.33853, 5.84373)  -0.057
H (-2.11912, 0.35747, -6.95827)  0.027
C (-2.80812, 1.52247, -5.48027)  0.010
C (0.04188, 5.23647, -1.96127)  -0.193
H (0.83888, 1.89247, -0.54227)  0.057
C (-2.26512, 2.17147, -4.38027)  -0.354
H (-2.27212, -2.97353, 6.83173)  0.197
H (-3.35912, 0.47747, 0.42173)  0.059
H (2.94988, 3.54347, 1.07473)  0.065
H (1.31888, -2.35153, 6.95573)  0.185
H (-0.73812, 2.58747, -3.00627)  0.072
H (-3.14612, -3.64053, 0.90573)  0.093
H (4.59188, -0.27853, 2.19773)  0.101
O (2.76488, 2.01747, 2.13673)  0.012
O (3.52388, -2.45753, -3.51027)  -0.007
H (-0.89812, 4.99247, -1.62127)  0.050
O (0.53388, -0.12253, -6.36227)  0.064
H (2.27688, -0.93453, 2.47373)  0.024
O (-0.15212, 0.22147, 0.22173)  -0.108
C (-1.85312, 0.67347, -6.10627)  0.023
C (-0.72612, -1.81753, 3.42273)  0.072
H (4.95188, -0.47053, -2.61127)  0.066
H (0.83188, 4.68047, -1.43927)  0.077
C (3.83788, -1.30553, 0.47873)  -0.309
O (-2.12112, -1.63753, -0.34627)  -0.015
C (0.85788, 0.82747, -0.58727)  -0.091
H (0.44988, -0.68753, -7.09627)  0.086
C (-4.48012, -0.30753, 2.15573)  -0.051
C (-0.45412, 0.57847, -5.73427)  -0.276
H (4.09688, -2.01953, -4.26527)  0.177
H (5.22388, 0.11947, 0.02573)  0.124
H (0.11588, -0.02753, 1.11973)  0.073
H (2.60288, -1.52653, 4.57973)  0.173
H (4.55488, 2.92747, 1.51573)  0.095
H (-1.39812, -1.96953, 2.57573)  0.086
O (-6.00512, -1.44353, 3.48973)  0.022
C (1.38088, -1.70853, 4.76073)  -0.021
C (-0.07512, 1.25547, -4.60027)  -0.014
H (3.50488, 3.78347, 2.53373)  0.101
C (-3.13212, -1.54153, 0.57573)  -0.327
H (1.03488, 0.60847, -1.59527)  0.063
H (0.11888, 6.20547, -1.51427)  0.066
O (4.04088, -0.95953, 1.83373)  -0.014
O (0.01288, 5.51847, -3.34227)  -0.138
H (-5.01512, -3.71353, 2.60973)  0.136
H (-3.77612, 1.62547, -5.95927)  0.123
C (-1.40312, -2.38653, 4.64673)  0.042
H (0.93088, 1.29547, -4.47327)  0.085
C (2.86888, -2.75453, -1.21127)  0.005
O (-3.25912, 2.70647, -3.64127)  -0.022
H (2.35488, -2.77353, 0.92173)  0.134
C (-4.59512, -2.77353, 2.13273)  0.029
C (-0.61712, -2.63053, 5.80473)  -0.419
H (-4.95212, 0.63047, 2.54873)  0.139
O (-1.20712, -3.00153, 6.92973)  0.009
H (2.33688, -3.65453, -1.37527)  0.110
H (-1.40312, -0.88753, -0.28227)  0.105
C (3.66388, -2.11853, -2.19427)  -0.307
O (1.34588, -1.00353, 2.47173)  -0.001
H (-0.86612, 5.12747, -3.73827)  0.131
C (4.35188, -0.90753, -1.91727)  0.013
C (-4.93412, -1.44753, 2.60973)  -0.357
H (1.87588, 0.75947, -0.03827)  0.089
H (-4.03112, 2.14447, -3.28927)  0.159
C (-3.57212, -2.72553, 1.15673)  -0.044
C (2.98988, -2.35953, 0.10473)  -0.015
C (4.52788, -0.58453, -0.50127)  -0.009
C (-0.94012, 2.10947, -3.89127)  0.027
H (2.58788, 1.77547, 1.33373)  -0.048
C (3.49388, 2.99547, 1.75973)  -0.259

Results
frontier orbital gap = 8.13 eV
relative energy (zero: lowest compared OMol25 entry of this formula, charge and spin) = 0.00 kJ/mol
SMILES = Oc1ccc(O)cc1.Oc1ccc(O)cc1.Oc1ccc(O)cc1.Oc1ccc(O)cc1.CO.CO.CO
highest occupied orbital energy = -0.286 Ha



2.
Entry from the Open Molecules 2025 dataset: a molecular structure, C24H29F6I3OSbSiTi (the ωB97M-V functional and the def2-TZVPD basis).

Last column: Löwdin charge in e.
Cartesian coordinates (Å):
C (1.99911, 1.94697, 3.57537)  -0.083
H (0.86759, 4.29472, -1.74201)  -0.031
H (3.62784, 0.99291, 1.64899)  0.070
C (-0.00125, -1.87377, 2.47082)  -0.095
C (-1.65778, -3.01954, -3.27659)  -0.288
H (-2.40239, -2.75520, -5.28375)  0.073
C (-2.68761, 1.35958, 4.15040)  -0.079
C (-0.93433, -3.07794, -0.96823)  -0.084
H (-2.97688, -3.20080, -1.59528)  0.117
H (1.72013, -2.78767, -3.04666)  0.075
H (-0.41575, -3.86166, 3.15818)  0.106
C (-1.19458, 1.21336, 2.24184)  -0.221
C (1.19296, 3.44266, 1.73329)  -0.081
H (-0.74223, 0.48635, 4.21995)  0.104
C (1.75893, 2.05519, 2.06843)  -0.596
C (-2.17080, 1.85367, 1.47618)  -0.082
H (2.37310, 0.95912, 3.85562)  0.082
F (-3.67393, 0.74344, -6.31299)  -0.496
H (1.83530, -4.71689, 2.59262)  0.105
Si (0.47384, 0.77728, 1.51999)  0.589
H (2.94757, 1.82322, 0.23845)  0.027
F (-1.90515, -0.11907, -1.39181)  -0.309
C (-2.76729, -3.03462, -4.29518)  -0.058
I (3.39537, 0.12022, -2.49760)  0.153
C (0.39135, -2.95233, -1.36973)  -0.089
C (-3.38581, 2.23481, 2.02767)  -0.073
H (-4.59305, 2.28202, 3.79964)  0.103
H (2.68622, 3.83542, -1.48327)  -0.033
F (-1.09515, 2.35996, -2.09341)  -0.375
H (0.26191, 3.64090, 2.26833)  0.081
C (0.32193, -3.20107, 2.72011)  -0.083
H (0.99988, 3.54564, 0.66153)  0.059
I (1.83897, 3.05418, -3.94809)  0.853
H (-3.21653, -4.02639, -4.37628)  0.084
C (3.08865, 1.88304, 1.32044)  -0.092
C (-1.47742, 0.97872, 3.59219)  -0.106
C (0.68980, -2.88009, -2.72334)  -0.107
Sb (-2.29176, 0.88241, -5.01203)  1.581
F (0.06260, 0.11774, -3.30028)  -0.487
H (1.91330, 4.21772, 2.01457)  0.090
C (-3.64609, 1.98684, 3.36616)  -0.082
H (-1.18023, -3.13528, 0.08506)  0.096
H (-3.56768, -2.34768, -4.01145)  0.072
C (2.51778, -2.83085, 1.82640)  -0.107
H (1.18486, -2.92264, -0.63217)  0.083
H (1.08810, 2.14572, 4.14490)  0.072
C (1.77836, 3.81702, -2.06346)  -0.595
H (2.74553, 2.68498, 3.88694)  0.089
H (3.50082, -3.19877, 1.55941)  0.084
H (3.73949, 2.74096, 1.52048)  0.089
H (-0.08589, -2.82084, -4.72022)  0.116
O (0.36319, 0.91762, -0.14632)  -0.375
H (-0.99723, -1.52371, 2.71153)  0.097
I (4.71303, -1.86299, -1.31767)  0.133
F (-0.93468, 0.37794, -6.23602)  -0.474
H (-4.12770, 2.72726, 1.41222)  0.106
C (2.18940, -1.50713, 1.58045)  -0.124
C (-1.94450, -3.11719, -1.91623)  -0.062
C (1.58330, -3.68170, 2.40096)  -0.077
Ti (-0.43162, 0.76660, -1.71434)  0.974
C (0.92694, -0.99631, 1.90183)  -0.203
H (2.93069, -0.87385, 1.10743)  0.043
F (-2.00574, 2.72843, -5.34491)  -0.487
C (-0.32770, -2.90626, -3.66704)  -0.059
H (-1.98407, 2.07165, 0.43089)  0.082
H (-2.88502, 1.16598, 5.19710)  0.104

Results
frontier orbital gap (spin up / spin down) = 6.93 / 7.37 eV
<S²> = 0.756
2S+1 = 2
relative energy (zero: lowest compared OMol25 entry of this formula, charge and spin) = 9.41 kJ/mol
highest occupied orbital energy (spin up / spin down) = -0.318 / -0.334 Ha



3.
Entry from the Open Molecules 2025 dataset: a molecular structure, C24H19BrF4N4P2PdSe (the ωB97M-V functional and the def2-TZVPD basis).

Last column: Löwdin charge in e.
Cartesian coordinates (Å):
C (4.13264, 2.27867, 0.02684)  -0.060
C (4.04831, 3.82011, -1.82068)  -0.064
H (3.56391, -4.47312, 0.00242)  0.112
H (2.40367, 3.56483, -3.18161)  0.113
H (-2.86959, 1.87500, 0.61901)  0.032
C (3.88138, -2.18549, -2.47083)  -0.063
N (-2.20854, -0.17925, -0.63674)  -0.012
H (3.31897, -0.13473, -2.33978)  0.098
C (2.88230, 3.21688, -2.27540)  -0.067
H (-0.06145, 4.57719, 0.63972)  0.058
C (3.99879, -0.28686, 4.59346)  -0.127
H (2.68410, -2.52119, 1.17624)  0.110
H (-1.88944, 2.29398, -2.04320)  0.040
F (4.98535, -0.40481, 1.16611)  0.108
H (-2.43789, 3.59082, 0.88882)  0.054
H (5.58672, 3.80770, -0.32184)  0.110
C (2.10328, 0.31281, 3.23194)  -0.553
Pd (-0.04752, 0.11502, 0.04539)  0.477
C (-1.10873, 2.94509, -1.65131)  -0.241
C (2.32985, 2.15978, -1.56783)  -0.174
H (1.38465, 3.75103, 0.03151)  0.025
C (4.75651, -0.45911, 3.45488)  -0.128
H (4.20725, -2.09382, -3.49831)  0.108
C (0.09568, -2.98880, 0.37742)  -0.359
H (0.77498, 3.38788, 1.65464)  0.026
Br (0.30559, 0.88522, 3.29684)  0.873
C (0.48641, 3.63327, 0.63212)  -0.236
C (3.02961, -2.41242, 0.15514)  -0.122
C (4.67210, 3.34870, -0.67262)  -0.058
C (2.67687, 0.10527, 4.47350)  -0.270
C (2.84729, 0.12262, 2.05435)  -0.271
C (-2.09715, 2.55732, 0.97108)  -0.255
F (6.03269, -0.81326, 3.54557)  0.147
H (-0.27206, 2.94124, -2.34858)  0.031
C (-0.50420, -5.03761, -0.42812)  -0.388
C (4.17679, -0.24834, 2.21672)  -0.234
P (-0.59774, 2.33528, -0.03008)  0.707
C (3.37751, -1.07523, -1.81163)  -0.082
H (-1.49613, 3.96080, -1.55308)  0.058
H (4.47692, 4.65146, -2.36474)  0.109
H (4.33904, -4.27769, -2.34138)  0.108
C (2.95140, -1.18318, -0.49051)  -0.345
N (0.00630, -1.85300, 0.66345)  0.017
Se (-0.47514, -0.60333, -3.00664)  0.536
C (-1.57594, -0.38535, -1.61592)  -1.041
H (-1.89280, 2.34231, 2.01784)  0.010
C (3.53143, -3.51985, -0.50650)  -0.063
P (2.18495, 0.24038, 0.34991)  1.006
C (2.94799, 1.69411, -0.40304)  -0.366
C (3.95784, -3.40903, -1.82121)  -0.061
H (1.43820, 1.65673, -1.94101)  0.044
F (4.53483, -0.47719, 5.78889)  0.156
H (4.64085, 1.92253, 0.91448)  0.102
N (-1.15964, -5.82510, -0.96253)  0.093
N (0.32642, -4.22414, 0.21296)  0.084
F (1.98633, 0.28156, 5.59568)  0.085

Results
frontier orbital gap (spin up / spin down) = 6.83 / 6.83 eV
highest occupied orbital energy (spin up / spin down) = -0.293 / -0.293 Ha



4.
Entry from the Open Molecules 2025 dataset: C3H2O3S in the gas phase at a distorted geometry (the ωB97M-V functional and the def2-TZVPD basis).

Last column: Löwdin charge in e.
Cartesian coordinates (Å):
S (0.70447, 1.58299, -0.01406)  0.914
C (0.21372, 0.04621, -0.05432)  -0.586
O (2.36416, -0.98170, 0.01797)  0.055
C (1.15884, -1.11534, 0.04159)  -0.265
O (-2.18100, 0.55373, 0.08855)  0.099
H (-1.81158, 1.44647, -0.08530)  0.080
H (0.71207, -2.13439, 0.13341)  0.137
C (-1.24717, -0.38758, -0.01812)  -0.554
O (-1.54871, -1.55950, -0.06127)  0.119

Results
frontier orbital gap = 7.52 eV
relative energy (zero: lowest compared OMol25 entry of this formula, charge and spin) = 154.95 kJ/mol
SMILES = O=CC(=S)C(=O)O
highest occupied orbital energy = -0.370 Ha



Calculated total energy values (in a.u.) by entry order: -1877.66888, -3879.01043, -7330.47361, -739.39227.